Entry 1:
Entry from the OMol25 dataset: a single C24H35N3O6S molecule at a distorted geometry (ωB97M-V/def2-TZVPD).

Summary:
**E**: -53042.9427 eV
**HOMO-LUMO gap**: 7.54 eV
**Spin multiplicity**: 1

XYZ file:
```
69
Properties=species:S:1:pos:R:3:mulliken_charge:R:1
C 2.05 2.90 -2.61 -1.116
C 2.61 1.51 -2.90 -0.243
C 1.52 0.48 -3.21 -1.061
C 0.71 0.13 -1.97 0.538
N -0.12 -1.04 -2.17 0.434
C -1.18 -0.91 -3.15 -1.291
C -2.08 0.33 -3.06 0.309
C -3.29 0.24 -3.99 -0.814
C -4.36 -0.71 -3.47 -1.147
C -0.41 -1.85 -1.01 -1.381
C -1.50 -1.38 -0.02 0.685
O -1.96 -2.47 0.75 -0.724
C -1.06 -0.21 0.89 -1.259
N 0.21 -0.44 1.54 0.885
C 1.33 0.35 1.30 0.062
C 1.28 1.73 1.21 0.247
C 2.46 2.44 0.99 -1.181
N 2.40 3.87 0.87 1.184
O 1.30 4.39 0.92 -0.649
O 3.44 4.47 0.72 -0.663
C 3.68 1.79 0.91 -0.842
C 3.74 0.41 1.00 -0.747
C 2.57 -0.32 1.16 0.666
O 2.48 -1.66 1.15 -0.115
C 3.65 -2.44 1.28 -1.165
S 0.31 -1.49 2.86 1.645
O 1.48 -1.14 3.59 -0.726
O 0.15 -2.85 2.43 -0.816
C -1.12 -1.00 3.83 -0.024
C -1.05 0.21 4.48 -0.179
C -2.12 0.63 5.25 -0.761
C -3.25 -0.17 5.35 -0.389
C -3.31 -1.39 4.69 -0.830
C -2.23 -1.81 3.92 -0.143
H 1.50 3.27 -3.47 0.373
H 1.39 2.88 -1.76 0.160
H 2.86 3.60 -2.40 0.363
H 3.20 1.17 -2.05 0.146
H 3.28 1.58 -3.76 0.389
H 1.98 -0.43 -3.58 0.305
H 0.87 0.87 -3.99 0.305
H 0.13 1.01 -1.65 0.196
H 1.41 -0.11 -1.17 -0.363
H -0.72 -0.93 -4.14 0.339
H -1.80 -1.81 -3.06 0.446
H -2.43 0.48 -2.03 -0.026
H -1.49 1.21 -3.34 0.281
H -3.73 1.23 -4.10 0.338
H -2.95 -0.09 -4.98 0.370
H -3.98 -1.73 -3.39 0.303
H -5.21 -0.73 -4.16 0.401
H -4.71 -0.40 -2.50 0.269
H 0.52 -1.99 -0.45 0.223
H -0.73 -2.83 -1.37 0.437
H -2.39 -1.05 -0.58 0.084
H -1.20 -2.84 1.24 0.502
H -0.98 0.70 0.28 0.515
H -1.84 -0.05 1.64 0.476
H 0.35 2.27 1.32 0.638
H 4.58 2.37 0.76 0.527
H 4.69 -0.09 0.92 0.515
H 3.31 -3.46 1.38 0.265
H 4.29 -2.34 0.40 0.345
H 4.21 -2.15 2.18 0.399
H -0.15 0.80 4.39 0.446
H -2.08 1.58 5.76 0.409
H -4.09 0.16 5.94 0.397
H -4.19 -2.01 4.78 0.414
H -2.25 -2.75 3.40 0.422
```


Entry 2:
Entry from the OMol25 dataset: a molecular structure, C24H35N9S2SeTeTi (ωB97M-V/def2-TZVPD).

Summary:
**E**: -156281.6859 eV
**HOMO-LUMO gap (spin up / spin down)**: 6.20 / 6.20 eV
**Spin multiplicity**: 1
**Total charge**: +2

XYZ file:
```
73
Properties=species:S:1:pos:R:3:mulliken_charge:R:1
Ti 0.78 0.40 -0.29 0.077
N -0.53 -1.33 -0.23 0.068
C -0.87 -1.94 -1.53 -0.322
C 0.32 -1.84 -2.45 -0.189
N 0.90 -0.47 -2.42 0.185
C 0.34 0.47 -3.43 -0.769
C -0.94 1.08 -2.90 -0.646
N -0.71 1.54 -1.51 -0.112
H -1.37 -1.02 0.27 0.403
H -0.05 -2.01 0.37 -0.143
H -1.18 -2.98 -1.41 0.626
H -1.73 -1.39 -1.93 -0.202
H 1.10 -2.53 -2.11 -0.356
H 0.05 -2.12 -3.47 0.471
H 1.90 -0.56 -2.59 0.176
H 1.09 1.25 -3.61 0.425
H 0.16 -0.04 -4.38 0.387
H -1.26 1.91 -3.54 0.537
H -1.74 0.35 -2.90 0.216
H -0.34 2.48 -1.50 0.353
H -1.58 1.57 -0.99 -0.020
C 0.26 5.57 2.97 -1.254
C 1.24 4.83 2.14 0.937
N 2.53 4.89 2.24 -0.770
N 2.98 4.03 1.30 0.260
C 2.02 3.44 0.60 0.503
S 2.32 2.35 -0.69 -0.433
N 0.89 3.93 1.14 0.377
N -0.40 3.62 0.68 -0.474
H 0.81 6.26 3.61 0.362
H -0.31 4.89 3.60 0.270
H -0.43 6.15 2.36 0.370
H 3.98 3.89 1.18 0.170
H -0.82 2.95 1.32 -0.197
H -0.96 4.47 0.70 0.307
S -5.35 1.30 -0.82 -0.192
C -3.95 0.32 -0.68 -0.148
N -3.14 0.56 0.31 -0.104
C -3.65 1.61 1.08 -0.497
C -3.10 2.10 2.26 0.260
C -3.72 3.15 2.91 -0.744
C -4.90 3.71 2.40 -0.586
C -5.48 3.22 1.25 -0.472
C -4.85 2.16 0.60 0.811
H -3.78 -0.47 -1.39 0.383
H -2.23 1.63 2.70 -0.105
H -3.33 3.52 3.84 0.508
H -5.38 4.52 2.93 0.422
H -6.41 3.63 0.87 0.431
C 1.75 -6.89 -0.94 -1.508
C 2.07 -5.45 -0.66 0.508
C 2.92 -4.73 -1.48 -0.701
C 3.25 -3.40 -1.23 0.860
C 4.20 -2.70 -2.17 -1.743
C 2.68 -2.76 -0.11 0.708
Te 3.16 -0.72 0.23 0.380
C 1.85 -3.48 0.76 0.343
C 1.30 -2.92 2.05 -1.265
C 1.55 -4.81 0.46 -1.116
H 2.17 -7.21 -1.89 0.375
H 0.67 -7.05 -0.96 0.350
H 2.15 -7.53 -0.15 0.358
H 3.36 -5.21 -2.34 0.345
H 4.56 -3.40 -2.93 0.417
H 5.06 -2.29 -1.65 0.408
H 3.73 -1.87 -2.71 0.214
H 1.39 -1.84 2.13 0.028
H 1.86 -3.33 2.90 0.409
H 0.26 -3.21 2.21 0.440
H 0.91 -5.36 1.14 0.495
Se -0.35 -0.02 4.27 0.046
C 0.03 0.42 2.67 0.102
N 0.30 0.73 1.54 -0.013
```


Entry 3:
Entry from the OMol25 dataset: a molecular structure, C24H36BBa2F4N2O12 at a distorted geometry (ωB97M-V/def2-TZVPD).

Summary:
**E**: -65957.8946 eV
**HOMO-LUMO gap**: 8.92 eV
**Spin multiplicity**: 1
**Total charge**: +1

XYZ file:
```
81
Properties=species:S:1:pos:R:3:mulliken_charge:R:1
Ba -2.26 1.51 2.90 1.805
Ba -3.74 -1.47 -0.17 1.705
B -0.87 0.06 -0.60 -0.137
F -1.69 -0.18 -1.73 -0.235
F 0.39 0.46 -0.94 -0.137
F -1.53 0.99 0.28 -0.024
F -0.90 -1.14 0.15 -0.297
C -6.03 2.66 0.13 -1.066
C -5.33 1.33 0.26 0.488
O -5.67 0.37 -0.49 -0.759
O -4.34 1.20 1.05 -0.530
H -5.36 3.33 -0.42 0.251
H -6.18 3.10 1.11 0.311
H -6.95 2.62 -0.43 0.344
C -1.25 -3.06 3.31 -1.182
C -1.57 -1.61 3.16 0.925
O -2.49 -1.28 2.33 -0.790
O -0.98 -0.73 3.82 -0.767
H -2.16 -3.65 3.32 0.381
H -0.67 -3.25 4.21 0.342
H -0.61 -3.37 2.48 0.182
C 3.31 -1.30 -4.40 -0.530
C 2.89 -0.53 -3.31 -0.218
C 3.77 0.37 -2.76 -0.299
C 5.07 0.44 -3.25 -0.088
C 5.47 -0.27 -4.36 -0.474
C 4.58 -1.17 -4.92 -0.490
N 6.03 1.29 -2.55 1.027
O 5.64 1.88 -1.56 -0.593
O 7.14 1.39 -3.02 -0.613
H 2.60 -1.97 -4.86 0.392
H 1.86 -0.55 -2.98 0.460
H 3.56 1.04 -1.94 0.603
H 6.51 -0.21 -4.65 0.472
H 4.80 -1.66 -5.86 0.363
C 3.63 -0.80 0.47 -0.216
C 4.90 -0.42 0.90 -0.640
C 5.13 -0.28 2.26 -0.546
C 4.14 -0.61 3.16 -0.359
C 2.86 -0.91 2.74 -0.104
C 2.62 -1.08 1.39 -0.648
N 4.43 -0.51 4.59 1.055
O 5.55 -0.23 4.93 -0.599
O 3.49 -0.69 5.36 -0.621
H 3.46 -0.99 -0.58 0.541
H 5.70 -0.19 0.21 0.384
H 6.12 -0.01 2.62 0.481
H 2.08 -1.10 3.47 0.584
H 1.62 -1.27 1.03 0.589
C -2.35 4.02 0.26 -0.410
O -1.74 3.74 1.53 -0.177
C -0.56 4.50 1.73 -0.560
C 0.16 4.12 3.02 -0.583
O 0.15 2.74 3.34 -0.149
C 1.32 2.32 4.06 -0.778
H -1.61 3.94 -0.55 0.385
H -2.78 5.02 0.27 0.345
H -3.09 3.25 0.09 -0.261
H -0.75 5.58 1.74 0.332
H 0.14 4.24 0.93 0.374
H -0.21 4.77 3.83 0.345
H 1.20 4.46 2.97 0.389
H 1.17 1.26 4.28 0.140
H 1.41 2.87 4.99 0.369
H 2.20 2.47 3.44 0.357
C -1.73 -4.35 -0.81 -0.611
O -2.79 -3.60 -1.40 -0.225
C -3.06 -3.89 -2.76 -0.537
C -4.20 -2.98 -3.22 -0.637
O -3.91 -1.63 -2.90 -0.009
C -4.49 -0.66 -3.76 -0.921
H -1.68 -4.06 0.23 0.030
H -0.77 -4.11 -1.27 0.312
H -1.92 -5.42 -0.91 0.376
H -3.37 -4.92 -2.95 0.402
H -2.14 -3.69 -3.32 0.334
H -5.02 -3.27 -2.55 0.254
H -4.45 -3.17 -4.26 0.479
H -4.54 -0.99 -4.80 0.361
H -3.89 0.25 -3.72 0.226
H -5.49 -0.36 -3.43 0.326
```


Entry 4:
Entry from the OMol25 dataset: a molecular structure, C24H36CrN4O2P at a distorted geometry (ωB97M-V/def2-TZVPD).

Summary:
**E**: -73225.7760 eV
**HOMO-LUMO gap (spin up / spin down)**: 7.36 / 7.95 eV
**Spin multiplicity**: 2
**Total charge**: +2

XYZ file:
```
68
Properties=species:S:1:pos:R:3:mulliken_charge:R:1
Cr 0.36 -0.97 0.30 -0.297
C -0.23 -1.70 -2.81 -0.223
C 0.54 -0.40 -2.84 -1.101
N 0.94 0.08 -1.48 0.789
C 2.37 0.54 -1.45 -0.992
C 2.83 0.66 -0.01 -0.396
N 2.36 -0.51 0.77 0.307
C 3.33 -1.65 0.79 -1.080
C 3.22 -2.58 -0.42 -0.102
C 2.16 -3.65 -0.26 -1.073
N 0.85 -3.09 0.21 0.409
C -0.30 -3.90 -0.28 -1.107
C -1.57 -3.13 -0.07 -0.836
N -1.41 -1.73 -0.56 -0.182
C -1.54 -1.59 -2.04 -0.779
H 0.41 -2.48 -2.38 -0.099
H -0.44 -2.01 -3.83 0.485
H -0.05 0.37 -3.33 0.338
H 1.44 -0.53 -3.44 0.554
H 0.41 0.93 -1.30 -0.417
H 2.47 1.49 -1.96 0.540
H 2.97 -0.18 -2.00 0.462
H 2.40 1.56 0.44 -0.187
H 3.91 0.76 0.02 0.576
H 2.29 -0.21 1.75 0.282
H 3.14 -2.21 1.71 0.499
H 4.34 -1.25 0.87 0.442
H 4.18 -3.07 -0.59 0.453
H 3.01 -2.00 -1.32 -0.011
H 2.49 -4.41 0.45 0.400
H 2.00 -4.15 -1.21 0.468
H 0.84 -3.16 1.22 0.389
H -0.35 -4.86 0.24 0.480
H -0.14 -4.12 -1.33 0.471
H -1.80 -3.07 1.00 0.346
H -2.41 -3.62 -0.57 0.633
H -2.18 -1.21 -0.17 -0.172
H -1.97 -0.60 -2.22 0.371
H -2.26 -2.32 -2.40 0.508
O 1.21 -0.20 3.43 -0.582
C 0.15 -0.39 2.90 0.111
O -0.11 -1.45 2.08 -0.391
C -0.95 0.64 2.88 -0.947
P -0.92 1.09 1.10 2.934
C 0.05 2.60 0.90 0.442
C 0.04 3.24 -0.35 -0.445
C 0.85 4.33 -0.59 -0.982
C 1.70 4.80 0.41 -0.671
C 1.71 4.18 1.65 -0.748
C 0.89 3.08 1.90 -0.771
C -2.64 1.49 0.71 0.999
C -3.05 2.79 0.40 -0.618
C -4.39 3.05 0.14 -0.767
C -5.33 2.02 0.17 -0.605
C -4.93 0.73 0.51 -0.951
C -3.60 0.47 0.77 -0.618
H -0.76 1.46 3.56 0.614
H -1.92 0.19 3.09 0.440
H -0.67 2.92 -1.12 0.603
H 0.82 4.83 -1.55 0.473
H 2.33 5.65 0.23 0.455
H 2.36 4.55 2.44 0.470
H 0.93 2.61 2.87 0.278
H -2.34 3.60 0.38 0.415
H -4.70 4.06 -0.09 0.454
H -6.37 2.23 -0.05 0.419
H -5.67 -0.06 0.58 0.452
H -3.34 -0.53 1.13 0.388
```


Entry 5:
Entry from the OMol25 dataset: a molecular structure, C24H36F3O21V2 at a distorted geometry (ωB97M-V/def2-TZVPD).

Summary:
**E**: -127988.1090 eV
**HOMO-LUMO gap**: 6.24 eV
**Spin multiplicity**: 1
**Total charge**: +1

XYZ file:
```
86
Properties=species:S:1:pos:R:3:mulliken_charge:R:1
O -6.24 0.49 1.37 -0.405
V -6.04 0.69 -0.09 1.523
O -6.44 -0.63 -0.86 -0.542
O -2.84 0.55 -3.92 -0.543
V -3.95 -0.22 -3.09 1.360
O -3.68 -1.76 -3.12 -0.467
C -2.71 0.08 -0.33 0.610
O -1.98 -0.65 -1.27 -0.041
O -3.97 0.24 -0.92 -0.645
C -2.80 -0.68 0.98 0.585
F -1.60 -0.73 1.56 -0.132
F -3.65 -0.07 1.83 -0.238
F -3.25 -1.91 0.77 -0.295
C -0.64 -0.25 -1.55 -0.077
C -0.14 -1.03 -2.73 -0.770
H -0.90 -1.22 -3.49 0.414
H 0.73 -0.61 -3.24 0.363
H 0.19 -2.02 -2.40 -0.314
H 0.00 -0.34 -0.66 0.223
H -0.54 0.83 -1.70 0.219
H -2.25 1.08 -0.32 0.189
C 0.23 -4.86 -3.45 -1.237
C 1.43 -5.60 -2.91 0.565
C 2.24 -4.82 -1.84 0.191
O 2.49 -5.85 -0.87 -0.422
C 1.61 -6.86 -1.02 0.570
O 1.36 -7.67 -0.22 -0.488
O 1.01 -6.77 -2.23 -0.378
H -0.52 -4.96 -2.64 0.405
H -0.33 -5.30 -4.28 0.381
H 0.27 -3.79 -3.59 0.162
H 2.20 -5.81 -3.65 0.277
H 1.73 -3.94 -1.43 0.097
H 3.24 -4.56 -2.18 -0.117
C 2.44 -0.74 2.29 -1.312
C 1.58 -1.59 3.22 0.698
C 2.35 -2.62 4.05 -0.424
O 2.14 -2.28 5.40 -0.355
C 1.35 -1.19 5.48 0.541
O 0.89 -0.76 6.46 -0.486
O 1.12 -0.70 4.24 -0.272
H 1.70 -0.04 1.87 0.171
H 2.76 -1.23 1.36 0.337
H 3.23 -0.28 2.86 0.409
H 0.77 -2.07 2.66 0.096
H 3.41 -2.64 3.75 0.255
H 2.04 -3.64 3.81 0.314
C -0.71 3.18 3.25 -1.530
C -2.01 2.41 3.16 1.894
C -2.46 1.65 4.41 -0.276
O -3.80 2.11 4.65 -0.358
C -4.13 3.06 3.74 0.523
O -5.23 3.51 3.71 -0.577
O -3.09 3.38 2.96 -0.317
H -0.47 3.35 2.20 0.223
H 0.12 2.74 3.81 0.377
H -0.92 4.10 3.80 0.439
H -2.04 1.75 2.30 -1.032
H -1.82 1.79 5.28 0.326
H -2.50 0.58 4.22 0.246
C -0.37 7.61 -1.11 -1.474
C -1.10 6.78 -0.09 0.400
C -2.52 6.34 -0.46 -0.487
O -2.48 4.93 -0.57 -0.302
C -1.23 4.48 -0.27 0.623
O -0.94 3.34 -0.32 -0.474
O -0.41 5.49 -0.03 -0.392
H -0.59 8.68 -1.00 0.407
H -0.61 7.37 -2.15 0.358
H 0.71 7.56 -0.95 0.348
H -0.99 7.15 0.93 0.352
H -2.79 6.81 -1.41 0.306
H -3.22 6.68 0.31 0.297
C 4.27 -0.75 -1.11 -1.142
C 4.66 -0.94 -2.56 0.389
C 4.77 -2.41 -2.97 -0.145
O 4.08 -2.50 -4.19 -0.346
C 3.35 -1.38 -4.41 0.655
O 2.52 -1.27 -5.25 -0.496
O 3.71 -0.42 -3.51 -0.360
H 5.07 -1.13 -0.48 0.416
H 3.34 -1.34 -0.99 0.013
H 4.00 0.27 -0.87 0.471
H 5.61 -0.43 -2.76 0.254
H 4.36 -3.05 -2.19 0.039
H 5.81 -2.72 -3.07 0.356
```


Entry 6:
Entry from the OMol25 dataset: 9 unconnected molecules or ions with the total composition C24H36F6O21S3 at a distorted geometry (ωB97M-V/def2-TZVPD).

Summary:
**E**: -117277.3506 eV
**HOMO-LUMO gap**: 8.81 eV
**Spin multiplicity**: 1

XYZ file:
```
90
Properties=species:S:1:pos:R:3:mulliken_charge:R:1
C 4.41 3.20 -0.02 -0.675
C 3.63 4.35 -0.63 0.373
O 2.41 4.12 -0.15 -0.260
C 2.30 2.94 0.39 0.442
O 1.26 2.43 0.75 -0.281
O 3.48 2.34 0.49 -0.227
F 3.71 4.12 -2.02 -0.264
H 5.00 3.62 0.82 0.332
H 5.12 2.67 -0.62 0.324
H 4.12 5.29 -0.36 0.290
C -1.04 -4.83 2.12 0.002
C -2.37 -4.08 2.36 0.248
O -3.14 -4.51 1.26 -0.347
C -2.54 -5.47 0.58 0.682
O -3.18 -6.07 -0.25 -0.559
O -1.33 -5.73 1.04 -0.335
F -2.04 -2.78 2.19 -0.167
H -0.73 -5.44 2.97 0.265
H -0.27 -4.13 1.85 -0.037
H -2.81 -4.23 3.33 0.274
C -0.35 -2.78 -4.37 0.323
C -0.53 -3.16 -5.82 0.309
O -1.92 -3.29 -6.00 -0.340
C -2.50 -3.34 -4.83 0.410
O -3.65 -3.63 -4.63 -0.550
O -1.68 -2.88 -3.81 -0.110
F -0.03 -4.40 -5.97 -0.321
H -0.01 -1.76 -4.23 -0.309
H 0.34 -3.48 -3.89 0.213
H -0.10 -2.44 -6.53 0.324
C 2.79 2.57 -4.86 -0.485
C 2.03 2.25 -3.61 0.528
O 1.42 1.00 -3.93 -0.051
C 1.41 0.86 -5.29 0.442
O 0.78 0.03 -5.88 -0.515
O 2.25 1.71 -5.84 -0.357
F 1.06 3.16 -3.31 -0.293
H 3.84 2.36 -4.71 0.303
H 2.64 3.62 -5.13 0.339
H 2.58 1.99 -2.71 0.055
C 3.15 -1.75 5.15 -0.387
C 2.93 -1.66 3.58 0.243
O 3.56 -0.51 3.25 -0.321
C 3.83 0.25 4.42 0.574
O 4.27 1.35 4.41 -0.507
O 3.57 -0.47 5.49 -0.300
F 1.60 -1.62 3.44 -0.286
H 3.84 -2.57 5.27 0.313
H 2.16 -1.98 5.58 0.277
H 3.27 -2.55 3.10 0.392
C 0.66 -0.52 0.36 0.150
C 1.22 -0.28 -1.04 0.693
O 1.07 -1.52 -1.60 -0.312
C 0.82 -2.44 -0.74 0.438
O 0.73 -3.67 -0.86 -0.675
O 0.63 -1.91 0.50 -0.031
F 2.54 0.11 -1.01 -0.394
H -0.38 -0.14 0.39 -0.451
H 1.28 -0.06 1.12 0.223
H 0.58 0.42 -1.58 0.362
C -1.02 0.50 3.83 -0.058
S -0.61 0.98 5.44 0.434
O 0.71 1.64 5.49 -0.587
C -1.86 2.16 5.60 -0.235
H -2.06 0.18 3.92 0.447
H -0.46 -0.35 3.44 -0.034
H -0.95 1.33 3.13 -0.215
H -2.79 1.75 5.97 0.369
H -1.99 2.62 4.61 -0.401
H -1.56 2.92 6.31 0.402
C -2.96 -1.66 -0.90 -0.354
S -2.94 -0.02 -1.39 0.313
O -1.53 0.35 -1.70 -0.416
C -3.79 -0.24 -2.91 -0.838
H -3.95 -2.08 -0.74 0.646
H -2.55 -1.75 0.11 -0.245
H -2.41 -2.32 -1.57 0.104
H -4.77 -0.68 -2.66 0.422
H -3.25 -0.92 -3.57 -0.069
H -3.97 0.66 -3.48 0.404
C -1.82 3.28 0.16 -0.581
S -1.63 4.78 0.99 0.657
O -2.23 5.80 0.18 -0.702
C -2.79 4.48 2.27 -0.594
H -1.41 3.35 -0.84 0.324
H -2.85 2.88 0.07 0.440
H -1.20 2.51 0.66 -0.107
H -3.80 4.42 1.83 0.338
H -2.73 5.21 3.07 0.386
H -2.54 3.55 2.75 -0.241
```


> Look up the spin multiplicity of the first one.

1


> The highest E belongs to which entry?

C24H35N3O6S